# 1
A molecular structure, C36H52NP2Tl, computed with the ωB97M-V functional and the def2-TZVPD basis.

E_HOMO   -0.2303 Ha
Electronic energy   -62935.4236 eV
Orbital gap   0.2490 Eh

The geometry in XYZ format:
```
92
Properties=species:S:1:pos:R:3:lowdin_charge:R:1
Tl -0.270 0.831 -1.822 0.591
C 2.850 -2.446 0.932 -0.112
C 1.633 -2.973 0.178 -0.528
C 1.598 -4.501 0.154 -0.101
P 1.378 -2.158 -1.488 1.061
C 2.374 -3.151 -2.703 -0.577
C 2.123 -2.569 -4.097 -0.131
C 3.867 -3.075 -2.377 -0.125
C -0.332 -2.738 -1.791 -0.319
C -0.663 -3.814 -2.618 -0.067
C -1.957 -4.293 -2.737 -0.284
C -2.287 -5.459 -3.631 -0.058
C -2.948 -3.664 -1.983 -0.042
C -2.653 -2.591 -1.170 -0.024
C -1.344 -2.087 -1.061 -0.378
N -1.065 -0.938 -0.324 -0.117
C -1.528 -0.851 0.964 -0.337
C -1.709 -2.002 1.772 -0.032
C -2.103 -1.918 3.088 -0.046
C -2.354 -0.690 3.705 -0.292
C -2.760 -0.606 5.152 -0.063
C -2.211 0.440 2.918 -0.077
C -1.815 0.394 1.577 -0.302
P -1.758 1.887 0.541 1.005
C -1.496 3.282 1.730 -0.558
C -0.145 3.156 2.432 -0.106
C -1.582 4.612 0.983 -0.111
C -3.532 2.125 0.021 -0.543
C -4.514 2.406 1.154 -0.110
C -3.985 0.901 -0.776 -0.129
H 2.857 -2.835 1.953 0.081
H 2.834 -1.356 0.992 0.038
H 3.789 -2.740 0.462 0.061
H 0.748 -2.623 0.717 0.079
H 2.480 -4.920 -0.336 0.068
H 0.712 -4.864 -0.367 0.069
H 1.574 -4.898 1.172 0.079
H 2.077 -4.202 -2.679 0.092
H 2.500 -1.544 -4.139 0.074
H 1.063 -2.538 -4.354 0.064
H 2.643 -3.149 -4.863 0.079
H 4.190 -2.039 -2.239 0.071
H 4.451 -3.494 -3.200 0.078
H 4.125 -3.630 -1.476 0.053
H 0.111 -4.314 -3.188 0.093
H -1.408 -5.787 -4.186 0.071
H -3.062 -5.198 -4.354 0.077
H -2.655 -6.311 -3.055 0.077
H -3.972 -4.017 -2.047 0.113
H -3.441 -2.110 -0.605 0.105
H -1.529 -2.975 1.332 0.109
H -2.212 -2.833 3.661 0.112
H -3.562 -1.309 5.384 0.074
H -3.115 0.395 5.400 0.070
H -1.925 -0.835 5.818 0.076
H -2.426 1.402 3.371 0.098
H -2.286 3.253 2.485 0.084
H 0.660 3.315 1.713 0.050
H -0.009 2.181 2.901 0.072
H -0.046 3.923 3.204 0.087
H -0.816 4.665 0.204 0.069
H -1.416 5.444 1.671 0.082
H -2.556 4.759 0.514 0.065
H -3.506 2.987 -0.654 0.099
H -4.511 1.586 1.876 0.075
H -5.527 2.493 0.754 0.079
H -4.292 3.333 1.683 0.063
H -4.028 0.027 -0.126 0.067
H -3.312 0.668 -1.603 0.038
H -4.984 1.066 -1.185 0.081
C 3.207 1.158 -0.799 -0.022
C 2.599 2.129 0.366 -0.498
C 3.330 1.905 1.686 -0.035
C 1.511 1.261 0.031 -0.113
C 2.525 3.568 -0.096 -0.186
C 3.055 4.597 0.673 -0.036
C 2.931 5.924 0.274 -0.075
C 2.280 6.240 -0.906 -0.087
C 1.751 5.218 -1.686 -0.072
C 1.870 3.901 -1.282 -0.053
H 2.690 0.191 -0.952 0.029
H 4.198 0.912 -0.423 0.117
H 3.230 1.686 -1.743 0.100
H 3.416 0.836 1.877 0.081
H 2.770 2.351 2.509 0.085
H 4.333 2.334 1.680 0.089
H 1.514 0.374 0.677 0.056
H 3.560 4.381 1.605 0.103
H 3.345 6.708 0.894 0.103
H 2.184 7.272 -1.218 0.102
H 1.237 5.450 -2.610 0.108
H 1.435 3.120 -1.894 0.045
```


# 2
3 unconnected molecules or ions with the total composition C36H53BBr2F16IN3O4P at a distorted geometry, computed with the ωB97M-V functional and the def2-TZVPD basis.

E_HOMO   -0.4236 Ha
Electronic energy   -252478.2942 eV
Net charge   +1
Orbital gap   0.2770 Eh

The geometry in XYZ format:
```
117
Properties=species:S:1:pos:R:3:lowdin_charge:R:1
C 4.330 -3.255 1.938 -0.110
C 4.193 -4.169 0.722 -0.250
C 2.980 -3.840 -0.148 -0.210
C 1.740 -4.704 0.164 -0.171
C 0.610 -3.940 0.884 -0.218
C -0.627 -3.701 0.016 -0.180
C -1.882 -3.165 0.768 -0.181
C -1.567 -2.651 2.170 -0.230
C -2.789 -2.042 2.857 -0.193
C -2.724 -2.041 4.388 -0.134
C -1.833 -0.945 5.075 -0.111
C -1.307 0.074 4.134 -0.158
C 0.026 0.055 3.687 -0.168
P 1.264 -1.188 4.297 0.817
N 0.767 -2.672 4.451 -0.263
C 0.406 1.046 2.767 -0.196
C 1.812 1.062 2.292 -0.787
Br 2.039 0.114 0.680 0.865
C 2.774 1.696 2.952 -0.772
C 2.556 2.448 4.224 -0.092
Br 4.536 1.675 2.275 0.795
C -0.485 2.040 2.304 -0.055
C 0.010 3.058 1.301 -0.301
C -0.677 2.889 -0.079 -0.027
C 0.026 4.507 1.814 -0.165
C 0.610 5.515 0.823 -0.229
C 1.864 5.046 0.101 -0.080
C -1.786 2.000 2.813 -0.157
C -2.816 3.005 2.408 -0.091
C -3.095 4.115 3.422 -0.804
O -3.909 4.920 3.227 0.074
I -1.897 4.225 5.211 0.961
N -2.166 1.023 3.688 0.179
B -3.627 0.958 4.178 -0.660
N -3.954 1.235 5.571 0.170
O -4.527 0.646 3.220 0.212
H 3.551 -3.500 2.665 0.064
H 4.181 -2.215 1.649 0.039
H 5.299 -3.339 2.419 0.069
H 5.107 -4.064 0.138 0.102
H 4.164 -5.211 1.032 0.103
H 2.732 -2.781 -0.096 0.065
H 3.266 -4.038 -1.176 0.081
H 1.380 -5.182 -0.745 0.103
H 2.077 -5.497 0.827 0.101
H 1.022 -2.982 1.195 0.069
H 0.368 -4.479 1.794 0.102
H -0.352 -2.957 -0.729 0.096
H -0.848 -4.631 -0.499 0.108
H -2.252 -2.317 0.189 0.106
H -2.647 -3.934 0.795 0.110
H -0.750 -1.941 2.102 0.084
H -1.275 -3.502 2.773 0.097
H -3.008 -1.067 2.423 0.094
H -3.634 -2.675 2.585 0.122
H -2.321 -3.005 4.685 0.114
H -3.729 -2.009 4.805 0.107
H -1.024 -1.446 5.580 0.086
H -2.410 -0.482 5.870 0.105
H 1.704 -0.637 5.517 0.028
H 2.335 -1.129 3.400 0.006
H 0.852 -2.944 5.426 -0.013
H 2.803 1.834 5.087 0.086
H 1.524 2.781 4.283 0.067
H 3.198 3.322 4.248 0.080
H 1.052 2.827 1.130 0.086
H -1.071 3.847 -0.401 0.059
H -1.533 2.222 -0.036 0.086
H 0.027 2.569 -0.837 0.081
H -0.943 4.872 2.139 0.085
H 0.662 4.521 2.701 0.108
H 0.885 6.391 1.410 0.113
H -0.131 5.880 0.116 0.101
H 2.617 4.667 0.789 0.077
H 1.620 4.217 -0.561 0.065
H 2.292 5.826 -0.517 0.081
H -3.746 2.522 2.127 0.134
H -2.496 3.546 1.528 0.119
H -4.376 0.396 5.964 0.095
H -4.653 1.969 5.645 0.089
H -5.377 1.076 3.374 0.142
C -3.260 3.801 -4.092 -0.045
C -2.479 4.662 -3.087 -0.433
C -2.660 6.180 -3.150 -0.302
F -2.261 6.678 -4.331 0.109
F -1.895 6.741 -2.178 0.088
F -1.167 4.346 -3.139 0.129
F -2.921 4.299 -1.841 0.079
O -2.580 3.350 -5.244 0.051
C -2.497 4.124 -6.379 -0.543
C -1.050 4.513 -6.699 -0.285
F -0.495 5.176 -5.663 0.098
F -1.044 5.323 -7.777 0.109
F -3.301 5.200 -6.305 0.153
F -2.935 3.369 -7.404 0.154
H -3.487 2.883 -3.551 0.149
H -4.224 4.248 -4.339 0.149
H -3.704 6.453 -2.974 0.176
H -0.457 3.621 -6.910 0.177
C 2.794 -4.758 -6.876 -0.036
C 3.608 -5.864 -6.184 -0.444
C 2.836 -6.998 -5.507 -0.304
F 2.047 -6.536 -4.513 0.092
F 3.721 -7.863 -4.963 0.102
F 4.476 -5.308 -5.312 0.134
F 4.344 -6.458 -7.163 0.109
O 2.583 -3.549 -6.164 0.053
C 1.541 -3.400 -5.290 -0.547
C 2.033 -3.188 -3.857 -0.279
F 2.804 -4.209 -3.443 0.094
F 0.969 -3.107 -3.019 0.088
F 0.665 -4.417 -5.370 0.153
F 0.879 -2.275 -5.642 0.144
H 3.405 -4.454 -7.724 0.150
H 1.866 -5.144 -7.299 0.148
H 2.222 -7.536 -6.234 0.174
H 2.610 -2.264 -3.781 0.177
```


# 3
A molecular structure, C36H53InN2O4SSi, computed with the ωB97M-V functional and the def2-TZVPD basis.

E_HOMO   -0.2816 Ha
Electronic energy   -73250.8913 eV
Orbital gap   0.2920 Eh

The geometry in XYZ format:
```
98
Properties=species:S:1:pos:R:3:lowdin_charge:R:1
In -0.590 -0.390 0.129 0.924
C -1.553 1.104 3.438 -0.114
C -2.499 1.692 2.538 -0.143
C -2.861 0.758 1.599 -0.169
C -2.102 -0.458 1.860 -0.313
C -1.333 -0.193 3.053 -0.156
H -1.088 1.607 4.275 0.096
H -2.869 2.707 2.599 0.096
H -3.611 0.869 0.826 0.096
H -2.490 -1.449 1.657 0.068
H -0.718 -0.927 3.548 0.088
O 2.846 1.149 -1.333 -0.049
H 3.189 0.786 -0.509 0.009
H 1.899 1.283 -1.184 -0.026
O 0.540 1.507 1.038 -0.046
C 1.397 0.759 1.554 -0.587
N 2.446 1.124 2.317 0.185
C 3.157 -0.060 2.795 -0.251
C 2.316 -1.185 2.092 -0.418
O 2.536 -2.364 2.204 0.105
N 1.354 -0.576 1.324 0.122
C 4.580 -0.133 2.251 -0.160
C 5.389 -1.209 2.609 -0.022
C 6.668 -1.320 2.093 -0.066
C 7.158 -0.358 1.215 -0.087
C 6.357 0.712 0.856 -0.073
C 5.069 0.823 1.371 -0.038
C 3.101 -0.147 4.313 -0.143
C 2.065 -0.811 4.960 -0.011
C 1.992 -0.822 6.346 -0.066
C 2.958 -0.170 7.099 -0.086
C 3.996 0.494 6.460 -0.075
C 4.068 0.502 5.074 -0.027
H 2.471 2.013 2.788 0.171
H 5.004 -1.964 3.283 0.126
H 7.287 -2.163 2.373 0.105
H 8.159 -0.447 0.812 0.101
H 6.727 1.465 0.173 0.105
H 4.446 1.659 1.080 0.106
H 1.318 -1.337 4.382 0.102
H 1.182 -1.346 6.835 0.106
H 2.908 -0.186 8.180 0.102
H 4.756 1.001 7.040 0.103
H 4.887 1.012 4.582 0.120
O -0.337 1.420 -1.529 -0.631
S -0.161 2.940 -1.410 1.022
C -1.084 3.577 -2.842 -0.292
C -2.112 4.569 -2.313 -0.226
C -2.624 3.960 -1.009 -0.217
C -1.376 3.565 -0.232 -0.309
H -1.557 2.682 -3.251 0.086
H -0.384 3.982 -3.570 0.093
H -2.905 4.736 -3.042 0.117
H -1.641 5.534 -2.111 0.115
H -3.232 3.076 -1.218 0.113
H -3.238 4.657 -0.440 0.118
H -1.512 2.783 0.513 0.048
H -0.906 4.420 0.258 0.105
C -3.227 -0.212 -2.405 -0.107
C -2.238 -1.157 -3.109 -0.608
C -1.423 -0.294 -4.086 -0.105
C -3.039 -2.163 -3.954 -0.090
Si -1.082 -2.048 -1.840 0.780
C 0.555 -2.670 -2.610 -0.628
C 1.307 -3.545 -1.595 -0.093
C 1.491 -1.510 -2.965 -0.096
C 0.307 -3.502 -3.881 -0.086
C -2.009 -3.458 -0.886 -0.617
C -1.270 -3.846 0.411 -0.101
C -3.422 -2.997 -0.489 -0.099
C -2.158 -4.741 -1.720 -0.091
H -3.801 0.332 -3.166 0.089
H -2.706 0.531 -1.796 0.038
H -3.941 -0.736 -1.773 0.065
H -2.121 0.265 -4.722 0.088
H -0.800 -0.896 -4.747 0.066
H -0.787 0.421 -3.566 0.048
H -3.610 -1.618 -4.714 0.088
H -3.752 -2.737 -3.364 0.060
H -2.391 -2.869 -4.477 0.070
H 1.437 -3.050 -0.628 0.072
H 2.308 -3.758 -1.987 0.091
H 0.816 -4.503 -1.427 0.063
H 1.750 -0.905 -2.099 0.050
H 1.085 -0.846 -3.725 0.065
H 2.428 -1.923 -3.358 0.093
H -0.372 -4.340 -3.717 0.063
H 1.260 -3.916 -4.229 0.089
H -0.098 -2.898 -4.694 0.063
H -0.989 -2.994 1.034 0.044
H -0.361 -4.410 0.220 0.066
H -1.926 -4.477 1.022 0.091
H -3.425 -2.049 0.052 0.052
H -3.871 -3.750 0.168 0.092
H -4.078 -2.886 -1.349 0.064
H -1.195 -5.206 -1.930 0.064
H -2.664 -4.568 -2.671 0.067
H -2.754 -5.472 -1.160 0.089
```


# 4
A molecular structure, C36H53NNdP2 at a distorted geometry, computed with the ωB97M-V functional and the def2-TZVPD basis.

E_HOMO (spin up / spin down)   -0.3417 / -0.3424 Ha
Electronic energy   -73519.6200 eV
Net charge   +1
Orbital gap (spin up / spin down)   0.1976 / 0.2013 Eh
Multiplicity   4
Expectation value of S²   3.7651

The geometry in XYZ format:
```
93
Properties=species:S:1:pos:R:3:mulliken_spin:R:1
Nd 0.386 -1.044 1.277 3.014
C -0.384 -2.978 2.084 -0.003
C 0.996 -3.110 1.651 -0.055
C 0.915 -1.517 3.361 -0.024
C -0.438 -1.992 3.109 -0.033
C 1.790 -2.231 2.479 0.162
C -1.531 -3.824 1.620 -0.007
H -1.313 -4.305 0.664 0.000
H -2.446 -3.236 1.507 0.000
H -1.736 -4.621 2.348 0.001
C -1.654 -1.534 3.852 0.005
H -2.566 -1.749 3.289 -0.001
H -1.612 -0.455 4.026 -0.002
H -1.726 -2.042 4.823 -0.002
C 1.293 -0.522 4.414 0.011
H 1.348 -0.992 5.406 0.001
H 0.558 0.287 4.457 -0.008
H 2.269 -0.077 4.201 -0.005
C 3.288 -2.188 2.510 -0.039
H 3.666 -2.831 3.316 0.005
H 3.662 -1.177 2.692 -0.001
H 3.718 -2.552 1.573 -0.001
C 1.529 -4.151 0.713 -0.002
H 1.902 -5.028 1.262 -0.001
H 2.355 -3.757 0.113 -0.003
H 0.754 -4.498 0.024 -0.001
C -1.794 -0.038 -5.918 0.000
C -1.681 -1.369 -5.990 0.000
C -0.683 -2.221 -6.729 0.000
C 0.623 -1.541 -7.196 0.000
C 1.426 -0.959 -6.058 0.000
C 1.296 0.233 -5.463 0.000
C 0.332 1.357 -5.738 0.000
C -0.932 1.022 -6.561 0.000
H -1.178 -2.676 -7.602 0.000
H 0.402 -0.789 -7.955 0.000
H -0.420 -3.064 -6.075 0.000
H -0.653 0.746 -7.580 0.000
H -2.597 0.347 -5.288 0.000
H -2.418 -1.948 -5.431 0.000
H -1.521 1.942 -6.649 0.000
H 0.015 1.765 -4.769 0.000
H 1.987 0.443 -4.645 0.000
H 0.872 2.177 -6.237 0.000
H 1.231 -2.305 -7.695 0.000
H 2.195 -1.620 -5.656 0.000
P -0.702 -0.971 -0.715 -0.009
P 1.872 0.276 0.196 -0.021
C 0.104 0.227 -1.909 0.008
C 0.988 1.212 -1.137 -0.006
H -0.656 0.740 -2.508 0.001
H 0.714 -0.372 -2.596 0.003
H 1.692 1.736 -1.794 -0.001
H 0.372 1.949 -0.613 -0.005
C 2.713 1.604 1.143 0.014
H 3.409 1.197 1.885 -0.002
H 1.964 2.216 1.654 -0.004
H 3.249 2.230 0.425 0.000
C 3.283 -0.474 -0.728 0.003
H 3.698 0.230 -1.459 0.001
H 2.942 -1.375 -1.245 -0.001
H 4.072 -0.760 -0.028 0.001
C -2.459 -0.423 -0.700 0.005
H -3.072 -1.043 -0.036 0.001
H -2.835 -0.465 -1.725 0.000
H -2.499 0.618 -0.364 -0.001
C -0.822 -2.469 -1.784 0.004
H 0.156 -2.957 -1.839 -0.001
H -1.149 -2.201 -2.795 0.000
H -1.541 -3.175 -1.360 0.001
C 0.739 5.185 1.853 0.000
C -0.089 4.561 0.915 0.000
C -0.561 3.263 1.138 0.000
C -0.186 2.557 2.287 -0.001
C 0.614 3.228 3.261 -0.001
C 1.080 4.521 3.032 0.000
N -0.717 1.261 2.578 -0.004
C -1.684 1.703 3.659 0.006
C -1.542 1.506 5.104 0.000
C -2.412 2.067 6.037 0.000
C -3.442 2.886 5.626 0.000
C -3.613 3.144 4.274 0.000
C -2.764 2.570 3.314 -0.002
H 1.100 6.189 1.678 0.000
H -0.379 5.090 0.018 0.000
H -1.241 2.811 0.428 0.000
H 0.880 2.731 4.186 0.000
H 1.704 5.010 3.770 0.000
H -0.805 0.935 5.616 0.000
H -2.266 1.872 7.098 0.000
H -4.090 3.336 6.372 0.000
H -4.405 3.815 3.972 0.000
H -2.937 2.831 2.283 0.000
```


The lowest electronic energy belongs to which entry? C36H53BBr2F16IN3O4P


The highest electronic energy belongs to which entry? C36H52NP2Tl


Among the records above, which one has the lowest electronic energy? C36H53BBr2F16IN3O4P